Record 1
27
Properties=species:S:1:pos:R:3:forces:R:3 method="wB97M-V/def2-TZVPD" multiplicity=3 s_squared=2.0314 de_lowest_kcal_mol=0.0 lumo_ha="-0.1587 / -0.3135" largest_force_ha_per_bohr=0.113 charge=+1 e_homo_ha="-0.3922 / -0.5364"
C 0.703606 -0.008343 -2.286032 0.64 -0.08 -1.00
C -2.568657 2.011328 0.416159 -1.19 -0.64 -0.55
C -3.913610 1.704460 0.414130 -0.12 2.59 1.56
C -1.802450 1.062471 -0.273639 3.23 -2.85 -0.86
C -3.634847 -0.267770 -0.672544 2.03 -1.81 -1.53
C 0.063023 2.314245 -0.506939 2.54 5.24 0.13
C 2.108599 -2.150417 -0.475533 -3.25 0.87 1.86
C 1.222799 -0.457620 1.362254 -0.73 -1.27 0.65
C 0.436127 -0.267145 -0.888940 -1.36 1.06 -0.18
C 1.685112 -0.642548 -0.050072 -4.14 -2.82 -0.59
N 1.053383 0.233452 -3.357037 -0.34 -0.13 0.52
N -4.425408 0.625380 -0.142696 1.26 0.60 -0.03
N -2.296094 -0.119734 -0.774620 -3.71 1.08 1.06
N -0.395644 1.135561 -0.469796 -2.53 -2.91 0.30
Cl -4.378930 -1.579693 -1.395277 -0.09 -0.67 -0.09
H -2.107260 2.891224 0.821824 -0.48 0.20 0.29
H -4.621471 2.436424 0.815730 0.11 -0.27 0.02
H 1.088379 2.625002 -0.775146 -0.46 -0.99 0.27
H -0.566039 3.235645 -0.277775 0.68 -1.68 -0.55
H 1.155632 -2.766705 -0.302001 1.47 0.46 -0.32
H 2.862688 -2.498469 0.224100 0.19 0.01 -0.23
H 2.376383 -2.206664 -1.507488 0.42 -0.02 -0.55
H 0.111320 -0.683938 1.514133 1.62 0.03 -0.13
H 1.434090 0.483610 1.801380 0.02 1.26 -0.01
H 1.846052 -1.116396 1.922499 -0.03 -0.79 0.99
H -0.381806 -1.015555 -0.759076 0.84 0.54 -0.12
H 2.469357 -0.110922 -0.330938 3.41 2.99 -0.93

Record 2
26
Properties=species:S:1:pos:R:3:forces:R:3 method="wB97M-V/def2-TZVPD" de_lowest_kcal_mol=5.0 lumo_ha="0.0996 / 0.0904" largest_force_ha_per_bohr=0.045 charge=-1 e_homo_ha="-0.0952 / -0.0819"
C 0.484707 -0.218280 -3.317520 -0.08 -0.94 0.65
C -0.728401 -0.963922 -3.417175 0.96 -0.14 0.71
C -0.492157 -2.252923 -2.848222 0.68 0.33 -0.60
C 0.888397 -2.352051 -2.497818 -0.54 1.01 0.33
C 1.472110 -1.063590 -2.696324 -0.79 -0.13 -0.49
Sn 1.500903 1.399172 -0.070857 0.23 -0.74 -0.54
P -0.355783 3.357096 -0.287413 -0.31 -0.19 0.06
H 0.641601 0.807770 -3.633641 -0.03 -0.06 0.00
H -1.664800 -0.595205 -3.818586 0.01 -0.06 0.03
H -1.226178 -3.047156 -2.753099 0.08 0.03 -0.11
H 2.478631 -0.758362 -2.416981 -0.05 -0.16 -0.28
H 1.399850 -3.231037 -2.099479 -0.24 0.31 0.01
H -1.606033 3.207397 0.399960 0.43 0.30 -0.44
H -0.753699 3.163056 -1.646924 -0.10 0.45 0.53
H -0.127740 4.770159 -0.242281 -0.44 -0.29 -0.12
Cl 1.031823 0.899861 5.289721 0.30 0.03 0.75
C 0.410733 0.246127 3.833785 0.47 -0.16 -2.00
C -0.760978 -0.512351 3.814978 0.10 0.34 1.56
C -1.260360 -0.936948 2.577251 0.37 0.19 -2.30
C -0.644614 -0.497838 1.400440 -1.34 -1.13 1.17
N 0.500302 0.231160 1.445896 0.97 0.61 -1.19
C 1.112290 0.489289 2.649569 -0.76 0.12 2.21
H -1.242423 -0.750432 4.760458 -0.02 0.04 -0.26
H -2.121154 -1.602743 2.516612 0.18 0.28 -0.04
H -1.035731 -0.737914 0.405425 0.22 0.04 0.36
H 2.098696 0.949677 2.652237 -0.31 -0.08 -0.01

Record 3
31
Properties=species:S:1:pos:R:3:forces:R:3 method="wB97M-V/def2-TZVPD" multiplicity=6 s_squared=8.7931 lumo_ha="-0.2875 / -0.4008" largest_force_ha_per_bohr=0.259 charge=+2 e_homo_ha="-0.5756 / -0.6182"
O 0.689857 0.070130 -6.275731 -0.10 -0.04 4.35
C 0.630955 0.030545 -5.123326 -0.62 -0.60 -8.19
Mn 0.874316 0.270173 -3.187907 0.49 -0.14 2.38
O -0.730252 -2.328737 -2.969292 2.43 4.05 0.14
C -0.135309 -1.332430 -2.932339 -5.17 -8.73 0.57
C 1.688879 1.806048 -3.683692 6.09 11.59 -2.51
O 2.248406 2.836888 -3.813993 -3.04 -5.65 0.81
C -0.802520 1.073642 -2.974587 -10.57 5.30 0.77
O -1.864499 1.573522 -2.977687 5.42 -2.53 0.00
C 2.372125 -0.845282 -3.250873 8.16 -6.24 -0.15
O 3.278231 -1.561980 -3.250173 -3.43 2.72 -0.01
C -0.281536 1.873023 3.566363 0.03 -0.08 0.30
C -0.961105 1.383447 2.280828 0.19 -0.20 0.21
N 0.040349 1.335267 1.168643 -0.17 -1.04 -1.14
C 0.324309 0.283005 0.374958 -0.84 0.43 1.67
S 1.448394 0.507627 -0.996186 -0.36 0.17 2.27
N -0.190633 -0.949216 0.680223 1.41 0.99 -0.12
C -0.090350 -1.588470 2.067681 -0.48 -0.23 -0.47
C -1.341582 -2.431173 2.293136 -0.20 -0.05 0.62
H 0.526403 1.198638 3.873782 -0.06 0.13 -0.15
H -1.001608 1.879755 4.403521 0.19 0.14 -0.49
H 0.144032 2.889585 3.455277 -0.30 -0.53 0.01
H -1.378164 0.362338 2.387589 -0.05 1.01 -0.08
H -1.736787 2.110447 1.992103 0.16 -0.48 -0.08
H 0.343805 2.259498 0.882465 0.43 -0.30 -0.09
H 0.049842 -1.649728 -0.012912 -0.05 0.18 0.07
H 0.774770 -2.257848 1.989199 -0.01 0.35 0.31
H 0.072432 -0.824681 2.856425 0.01 -0.59 -0.74
H -1.431316 -3.280179 1.594269 0.10 0.49 0.16
H -1.295420 -2.855966 3.302369 0.10 -0.05 -0.18
H -2.266038 -1.837891 2.279861 0.27 -0.08 -0.23

Record 4
25
Properties=species:S:1:pos:R:3:forces:R:3 method="wB97M-V/def2-TZVPD" de_lowest_kcal_mol=71.5 lumo_ha=-0.1586 largest_force_ha_per_bohr=0.084 charge=+1 e_homo_ha=-0.4696
C 0.405329 0.962471 -0.618369 -1.00 -2.29 -0.08
C 1.428118 3.079378 -0.179176 0.75 -0.19 0.40
C 0.189531 2.459225 -0.587235 0.71 -0.47 -2.56
C -0.908575 2.574198 0.384441 -0.21 0.21 2.20
C 3.050298 3.061861 -3.577964 0.33 -0.58 -0.22
C -0.679062 -0.929934 0.638143 1.44 0.16 -1.14
C 2.593031 3.294587 -0.011407 -0.31 0.81 0.54
C -0.486693 0.436943 0.317210 2.53 1.71 -3.06
C 0.023791 -2.042447 -0.048873 0.58 -1.71 2.87
C -1.888505 -2.486875 1.907127 0.09 -1.69 1.42
N 2.762069 2.324240 -2.756460 -0.39 -0.21 0.22
N -1.508756 -1.156382 1.554097 -2.31 0.28 2.10
N -1.223727 1.442274 0.920421 -0.89 0.99 0.52
H 0.049361 2.856481 -1.651271 -0.46 -0.55 1.21
H -1.180123 3.519449 0.906737 -0.19 -0.74 -0.90
H 3.435289 3.546873 -4.431907 0.05 0.63 -0.34
H 3.535898 3.718171 0.216271 0.38 -0.14 -0.03
H 1.014745 0.316081 -1.347912 -0.71 1.67 1.32
H 0.438867 -1.788141 -0.940975 0.96 0.83 -2.53
H -0.516639 -2.967925 -0.110970 -1.18 0.10 -0.80
H 0.840945 -2.559356 0.538116 -0.26 1.45 0.00
H -2.830242 -2.692441 1.378842 0.32 -0.44 0.23
H -2.059097 -2.518334 3.008808 -0.03 -0.07 -0.86
H -1.062921 -3.242272 1.682119 -1.47 1.14 0.36
H -2.078096 -0.370414 1.990473 1.27 -0.89 -0.89